Entry 1:
DFT (wB97M-V/def2-TZVPD) results for one molecule with the formula C4H9NO at a distorted geometry.

Calculated values
SMILES string: C[C@H]1O[C@H]1CN
Frontier orbital gap: 10.39 eV
LUMO level: 1.0 eV
Calculated total energy: -7829.19664 eV
Largest force on an atom: 4.9 eV/A

Cartesian coordinates (Å):
C -0.2239 -2.1357 -0.7378
C 0.4426 -0.8054 -1.0119
C 0.5951 0.3345 -0.1068
C -0.0492 0.4092 1.2401
H -0.7278 -2.4476 -1.6801
H -0.8966 -2.0563 0.1117
H 0.6106 -2.8555 -0.4268
H 1.3447 -0.8546 -1.6822
H 1.5252 0.9233 -0.2788
H 0.6532 0.0588 2.0941
H -0.8611 -0.2867 1.4089
H -0.8071 2.3020 0.7127
H 0.4441 2.4041 2.1419
N -0.4851 1.8199 1.6348
O -0.3097 0.4072 -1.2683



Entry 2:
DFT (wB97M-V/def2-TZVPD) results for C4H9NO as an isolated structure at a distorted geometry.

Calculated values
Frontier orbital gap: 8.91 eV
LUMO level: 0.5 eV
Calculated total energy: -7828.17712 eV
Largest force on an atom: 1.7 eV/A

Cartesian coordinates (Å):
C 1.8674 -1.4679 -0.4470
O 0.4545 -1.5868 -0.2792
C -0.2724 -0.4446 -0.1819
N 0.4051 0.7292 -0.3158
C -0.1879 1.8455 -0.3863
C -1.5600 -0.5494 0.2582
H 2.1183 -0.9486 -1.3799
H 2.2368 -2.4968 -0.4827
H 2.3252 -0.9290 0.3903
H 0.3990 2.7551 -0.2900
H -1.1884 1.9457 -0.7994
H -1.0645 1.6421 1.6903
H -2.3267 0.1574 0.0000
H -1.9126 -1.5139 0.5868
H -1.2938 0.8620 1.6365



Entry 3:
DFT (wB97M-V/def2-TZVPD) results for a 2-piece molecular cluster, C4H9NO overall at a distorted geometry.

Calculated values
SMILES string: CC#N.COC
Frontier orbital gap: 10.77 eV
LUMO level: 0.8 eV
Calculated total energy: -7830.35493 eV
Largest force on an atom: 1.1 eV/A

Cartesian coordinates (Å):
C 0.8081 0.6299 -1.1950
O 0.2096 -0.5784 -0.7966
C -0.6352 -0.2725 1.7035
N -1.7038 -0.6669 1.5064
C -1.0748 -0.7938 -1.3652
C 0.6783 0.2467 2.0692
H 1.0112 0.6536 -2.2754
H 1.7699 0.7346 -0.6751
H 0.1821 1.4995 -0.9373
H -0.9929 -0.8713 -2.4555
H -1.4889 -1.7276 -0.9690
H -1.7887 0.0068 -1.1180
H 1.4660 -0.3749 1.6408
H 0.7850 1.2744 1.7108
H 0.7741 0.2398 3.1564



Entry 4:
DFT (wB97M-V/def2-TZVPD) results for a 3-piece molecular cluster, C4H9NO overall.

Calculated values
Frontier orbital gap: 8.65 eV
LUMO level: -0.4 eV
Calculated total energy: -7827.44451 eV
Largest force on an atom: 0.3 eV/A

Cartesian coordinates (Å):
C 2.1874 -0.0724 0.4482
C 1.0944 -0.1046 -0.5615
C -0.2728 -0.4812 -0.1881
O -0.1043 -1.7308 -0.0569
N -1.1998 0.4016 -0.0995
C -2.5257 -0.0439 0.2603
H 2.5533 -1.0979 0.5728
H 3.0212 0.5395 0.0940
H 1.8297 0.2969 1.4116
H 0.7469 1.5595 -0.7837
H 1.3794 -0.3143 -1.5926
H -0.0663 1.5259 -0.5704
H -3.2354 0.1771 -0.5449
H -2.5351 -1.1271 0.4484
H -2.8730 0.4719 1.1623



Entry 5:
DFT (wB97M-V/def2-TZVPD) results for C4H9NO as an isolated structure at a distorted geometry.

Calculated values
Frontier orbital gap: 8.32 eV
LUMO level: 0.3 eV
Calculated total energy: -7825.84900 eV
Largest force on an atom: 3.2 eV/A

Cartesian coordinates (Å):
N 0.5452 -0.0959 -2.0116
C -0.2894 -0.4700 -0.9610
C -1.0711 0.5358 -0.4073
C -0.6651 0.2969 0.8549
C -0.6781 -1.0536 1.6129
H 1.5460 0.1360 -1.7927
H 0.1729 0.6438 -2.5922
H -0.5801 -1.4579 -1.0833
H -1.7158 1.3112 -0.7407
H -0.5098 -0.9080 2.6982
H 0.1590 -1.5987 1.3045
H -1.7601 -1.4526 1.5774
H 2.1976 1.8140 0.9071
H 0.9022 0.8931 0.4999
O 1.7465 1.4061 0.1340



Entry 6:
DFT (wB97M-V/def2-TZVPD) results for a 2-piece molecular cluster, C4H9NO overall.

Calculated values
SMILES string: C=C=NO.CC
Frontier orbital gap: 10.58 eV
LUMO level: 0.8 eV
Calculated total energy: -7828.28590 eV
Largest force on an atom: 0.8 eV/A

Cartesian coordinates (Å):
C -1.0067 -0.6606 1.5701
C -0.4865 0.6728 1.0505
C 1.1186 -0.1162 -1.4391
N 0.2697 -1.0073 -1.5682
O -0.9619 -0.5465 -2.0452
C 2.0670 0.7491 -1.1973
H -0.9267 -1.4317 0.7959
H -0.4185 -0.9991 2.4293
H -2.0542 -0.5936 1.8787
H -0.9554 0.9386 0.0966
H -0.6522 1.4912 1.7571
H -1.4993 -1.3505 -2.0433
H 2.8277 0.9845 -1.9298
H 2.0880 1.2712 -0.2462
H 0.5902 0.5981 0.8911



Entry 7:
DFT (wB97M-V/def2-TZVPD) results for one molecule with the formula C4H9NO.

Calculated values
SMILES string: CC1(C)N[C@@H]1O
Frontier orbital gap: 10.00 eV
LUMO level: 0.9 eV
Calculated total energy: -7830.48953 eV
Largest force on an atom: 0.9 eV/A

Cartesian coordinates (Å):
C 0.2096 -0.1754 -0.0365
C -1.2131 0.0583 -0.3843
C 0.9544 0.9274 0.6938
C 0.6597 -1.5830 0.2828
N -0.2060 0.0260 -1.4186
O -1.7926 1.2594 -0.0043
H -2.4750 1.5011 -0.6403
H 0.0264 0.9453 -1.7822
H -1.9019 -0.7849 -0.4162
H 1.3539 1.6581 -0.0081
H 0.0945 -2.2977 -0.3085
H 1.7821 0.5099 1.2602
H 0.2837 1.4459 1.3761
H 0.5090 -1.7930 1.3395
H 1.7152 -1.6973 0.0465



Entry 8:
DFT (wB97M-V/def2-TZVPD) results for one molecule with the formula C4H9NO at a distorted geometry.

Calculated values
SMILES string: CCO/C=N/C
Frontier orbital gap: 10.56 eV
LUMO level: 1.1 eV
Calculated total energy: -7830.50449 eV
Largest force on an atom: 2.0 eV/A

Cartesian coordinates (Å):
C 0.0167 2.4511 1.1838
C -0.2202 1.2148 0.3396
O 0.6714 0.2001 0.8155
C 0.6573 -0.9645 0.1477
N -0.0475 -1.1445 -0.8700
C -0.2598 -2.4624 -1.4140
H -0.1796 2.2438 2.2405
H 1.0515 2.7941 1.0853
H -0.6482 3.2586 0.8589
H -1.2561 0.8606 0.4238
H -0.0281 1.4048 -0.7227
H 1.3558 -1.6878 0.5772
H -0.2244 -2.4521 -2.5156
H -1.3007 -2.4266 -1.1125
H 0.4121 -3.2901 -1.0375



Entry 9:
DFT (wB97M-V/def2-TZVPD) results for one molecule with the formula C4H9NO at a distorted geometry.

Calculated values
SMILES string: CN(C)CC=O
Frontier orbital gap: 10.30 eV
LUMO level: 0.9 eV
Calculated total energy: -7829.37052 eV
Largest force on an atom: 5.1 eV/A

Cartesian coordinates (Å):
C 1.0989 -1.0769 -0.1610
N 0.2779 0.2612 0.1077
C 0.5979 0.6861 1.5327
C -1.0997 0.0628 -0.2873
C -1.1876 0.3923 -1.7057
O -2.0160 0.1730 -2.6160
H 0.9187 -1.9730 0.4207
H 0.9223 -1.2570 -1.2202
H 2.1887 -0.8677 -0.1030
H 0.6992 -0.2328 2.3194
H -0.1129 1.3905 1.9401
H 1.4736 1.2516 1.5321
H -1.6531 0.9246 0.1771
H -1.6372 -0.8341 0.0311
H -0.4708 1.0993 -1.9676



Entry 10:
DFT (wB97M-V/def2-TZVPD) results for one molecule with the formula C4H9NO at a distorted geometry.

Calculated values
Frontier orbital gap: 9.70 eV
LUMO level: 0.9 eV
Calculated total energy: -7826.41180 eV
Largest force on an atom: 8.3 eV/A

Cartesian coordinates (Å):
C 1.5495 -0.1748 -0.0851
C 0.1507 -0.6965 -0.0460
C -0.8699 0.1979 0.7236
C -0.9475 -0.1903 -1.0814
H 1.8482 0.3641 1.7149
H 2.2226 -0.6158 -0.9517
H 1.5283 0.8233 -0.5001
H 0.3438 -1.8332 0.2436
H -0.5670 0.7227 1.5917
H -1.7573 -0.5312 1.0087
H -1.8145 1.9321 -0.2446
H -0.5817 0.2370 -2.1698
H -2.0405 -0.7070 -1.2207
N -1.0180 1.0305 -0.2765
O 1.9533 -0.5589 1.2933



Entry 11:
DFT (wB97M-V/def2-TZVPD) results for a 2-piece molecular cluster, C4H9NO overall at a distorted geometry.

Calculated values
SMILES string: C=N/C=C/C.O
Frontier orbital gap: 9.40 eV
LUMO level: 0.8 eV
Calculated total energy: -7829.30451 eV
Largest force on an atom: 3.1 eV/A

Cartesian coordinates (Å):
C -1.6290 0.5337 -1.4560
C -0.5390 -0.2107 -0.7689
C 0.0575 -1.3050 -1.2321
N 0.9168 -2.0693 -0.4188
C 2.1409 -2.1551 -0.6529
H -1.6086 0.5866 -2.5332
H -1.5719 1.5192 -1.0026
H -2.5842 0.3314 -0.9665
H -0.1876 0.2761 0.1070
H -0.2820 -1.6937 -2.2587
H 2.7001 -1.7086 -1.5701
H 2.9120 -2.6253 -0.0322
H 0.2908 2.8067 4.9427
H -0.1867 3.0825 3.5130
O -0.4291 2.6316 4.3291



Entry 12:
DFT (wB97M-V/def2-TZVPD) results for one molecule with the formula C4H9NO at a distorted geometry.

Calculated values
SMILES string: CN(C)CC=O
Frontier orbital gap: 10.08 eV
LUMO level: 1.0 eV
Calculated total energy: -7829.17200 eV
Largest force on an atom: 2.5 eV/A

Cartesian coordinates (Å):
C 0.0012 1.4845 1.1010
N -0.3592 0.1989 0.5019
C 0.7228 -0.8021 0.5699
C -0.6935 0.2403 -0.9161
C -0.5128 -1.2345 -1.2769
O 0.2702 -1.6856 -2.0917
H 0.8870 1.9455 0.6255
H 0.2264 1.3543 2.1669
H -0.8245 2.2045 1.0339
H 0.5826 -1.4826 1.4110
H 0.8541 -1.3968 -0.3810
H 1.7093 -0.3505 0.5244
H 0.0127 0.8435 -1.5088
H -1.7233 0.5665 -1.1202
H -1.1529 -1.8859 -0.6398



Q: Among the records above, which one has the lowest LUMO level?
A: number 4



Q: What is the largest force on an atom in the fifth record?
A: 3.2 eV/A